The following is a quantum chemistry calculation of a structure of composition C64H168AsF6N8O30, from the OMol25 dataset.

Last column: Mulliken charge in e.
Element x y z (Å)
As (-0.01, -0.42, 0.73)  2.134
F (0.28, -1.85, 1.74)  -0.270
F (1.73, 0.05, 0.99)  -0.369
F (-0.20, 1.10, -0.26)  -0.675
F (-1.72, -0.84, 0.50)  -0.395
F (-0.46, 0.49, 2.23)  -0.593
F (0.41, -1.31, -0.78)  -0.367
C (-5.83, 8.05, -5.86)  -1.392
C (-4.77, 7.82, -4.84)  0.114
O (-5.00, 6.57, -4.25)  -0.308
C (-4.12, 6.07, -3.41)  0.830
O (-2.92, 6.45, -3.25)  -0.643
O (-4.77, 5.10, -2.83)  -0.286
C (-4.21, 4.46, -1.68)  0.332
H (-6.75, 8.23, -5.32)  0.326
H (-5.96, 7.34, -6.68)  0.316
H (-5.59, 8.94, -6.46)  0.428
H (-4.67, 8.57, -4.06)  0.337
H (-3.83, 7.84, -5.40)  0.055
H (-3.28, 4.92, -1.35)  0.178
H (-4.04, 3.40, -1.86)  -0.458
H (-4.90, 4.63, -0.85)  -0.003
C (-2.90, 1.88, -3.93)  -1.598
C (-1.62, 1.69, -3.15)  2.578
O (-0.48, 2.27, -3.82)  -0.030
C (0.36, 1.63, -4.68)  0.619
O (1.24, 2.24, -5.28)  -0.659
O (-0.05, 0.35, -4.83)  -0.232
C (0.49, -0.37, -5.95)  -0.757
H (-3.14, 1.10, -4.65)  0.290
H (-2.87, 2.80, -4.51)  0.487
H (-3.82, 2.00, -3.35)  0.228
H (-1.44, 0.64, -2.92)  -0.996
H (-1.73, 2.21, -2.20)  -0.624
H (1.52, -0.04, -6.06)  0.352
H (-0.05, -0.22, -6.89)  0.270
H (0.53, -1.43, -5.67)  0.079
C (9.52, -0.11, -0.12)  -0.915
O (8.11, 0.09, -0.38)  -0.104
C (7.57, 1.44, -0.40)  -1.404
C (6.06, 1.59, -0.20)  1.813
N (5.37, 1.18, -1.38)  -0.292
C (3.94, 1.18, -1.18)  0.843
C (3.37, 0.38, -2.37)  -0.743
O (4.02, -0.90, -2.52)  -0.254
C (3.46, -1.61, -3.62)  -0.785
H (10.12, 0.32, -0.92)  0.348
H (9.79, -1.15, 0.05)  0.201
H (9.78, 0.35, 0.83)  0.364
H (7.85, 1.93, -1.33)  0.390
H (8.04, 2.08, 0.35)  0.560
H (5.74, 2.62, -0.04)  -0.599
H (5.81, 0.98, 0.67)  -0.741
H (5.70, 0.26, -1.65)  0.534
H (3.47, 2.16, -1.18)  -0.516
H (3.69, 0.66, -0.26)  -0.345
H (3.52, 0.94, -3.29)  0.592
H (2.31, 0.30, -2.14)  0.068
H (3.55, -1.12, -4.59)  0.357
H (2.40, -1.64, -3.38)  0.156
H (3.88, -2.61, -3.67)  0.351
C (2.68, 3.75, 7.63)  -0.952
O (2.47, 3.18, 6.30)  -0.065
C (1.06, 2.92, 6.00)  -1.234
C (0.91, 2.44, 4.53)  0.915
N (1.58, 3.33, 3.62)  0.211
C (1.78, 2.72, 2.28)  1.261
C (2.51, 3.80, 1.36)  0.329
O (3.85, 3.91, 1.79)  -0.373
C (4.58, 4.90, 1.07)  -1.058
H (3.72, 4.00, 7.83)  0.220
H (2.40, 3.02, 8.40)  0.310
H (2.01, 4.60, 7.74)  0.357
H (0.49, 3.84, 6.11)  0.625
H (0.69, 2.15, 6.68)  0.482
H (-0.11, 2.30, 4.18)  -0.989
H (1.43, 1.49, 4.46)  0.112
H (2.49, 3.63, 3.92)  0.096
H (0.84, 2.42, 1.81)  -1.064
H (2.37, 1.82, 2.45)  0.075
H (2.10, 4.81, 1.38)  0.302
H (2.56, 3.44, 0.33)  -0.677
H (4.37, 4.96, 0.01)  0.133
H (5.65, 4.75, 1.14)  0.409
H (4.37, 5.90, 1.45)  0.364
C (5.63, 6.33, -3.91)  -0.803
O (4.59, 5.43, -4.26)  -0.394
C (3.99, 4.79, -3.10)  -0.853
C (2.56, 4.57, -3.52)  0.294
N (1.89, 5.89, -3.63)  -0.260
C (0.66, 5.88, -4.47)  -0.020
C (-0.03, 7.25, -4.52)  -0.677
O (0.80, 8.29, -5.07)  -0.365
C (0.16, 9.43, -5.53)  -0.804
H (5.97, 6.94, -4.75)  0.266
H (6.48, 5.81, -3.48)  0.304
H (5.27, 6.98, -3.12)  0.342
H (4.12, 5.47, -2.26)  0.290
H (4.55, 3.89, -2.86)  0.496
H (2.08, 3.89, -2.82)  -0.096
H (2.53, 4.03, -4.47)  0.136
H (2.59, 6.51, -4.00)  0.338
H (-0.06, 5.13, -4.15)  -0.178
H (0.91, 5.69, -5.51)  0.451
H (-0.30, 7.53, -3.50)  0.310
H (-0.96, 7.24, -5.09)  0.341
H (0.84, 10.25, -5.78)  0.264
H (-0.49, 9.88, -4.78)  0.307
H (-0.41, 9.17, -6.43)  0.308
C (8.20, -4.83, -0.39)  -0.647
O (7.73, -4.68, 0.93)  -0.479
C (7.89, -3.40, 1.43)  -0.847
C (6.74, -2.54, 0.91)  0.236
N (5.50, -3.16, 1.14)  -0.570
C (4.50, -2.62, 0.27)  0.138
C (3.21, -3.44, 0.33)  0.502
O (3.48, -4.79, 0.13)  -0.679
C (2.26, -5.57, 0.19)  -0.148
H (8.55, -3.86, -0.73)  0.272
H (7.49, -5.25, -1.10)  0.242
H (9.06, -5.50, -0.40)  0.279
H (8.85, -2.97, 1.13)  0.347
H (7.94, -3.33, 2.52)  0.365
H (6.88, -2.34, -0.15)  0.378
H (6.67, -1.61, 1.47)  -0.092
H (5.69, -4.14, 0.95)  0.418
H (4.79, -2.67, -0.78)  0.714
H (4.32, -1.57, 0.53)  -0.699
H (2.48, -3.11, -0.42)  0.067
H (2.72, -3.31, 1.29)  -0.167
H (1.59, -5.12, -0.54)  -0.231
H (1.86, -5.69, 1.20)  0.149
H (2.42, -6.61, -0.09)  0.227
C (-5.15, 0.58, -0.86)  -0.794
O (-4.80, 1.74, -0.12)  -0.408
C (-3.73, 1.44, 0.79)  -0.473
C (-3.25, 2.72, 1.57)  1.753
N (-4.38, 3.11, 2.40)  -0.376
C (-4.28, 4.49, 3.01)  -0.559
C (-4.76, 5.55, 2.08)  -0.580
O (-6.15, 5.34, 1.77)  -0.376
C (-6.74, 6.31, 0.89)  -0.698
H (-4.41, -0.22, -0.91)  -0.089
H (-5.43, 0.87, -1.88)  0.518
H (-5.98, 0.13, -0.31)  0.508
H (-2.89, 1.15, 0.16)  0.043
H (-4.04, 0.70, 1.53)  0.373
H (-2.98, 3.49, 0.85)  -0.544
H (-2.38, 2.49, 2.18)  -0.673
H (-5.20, 3.09, 1.81)  0.333
H (-3.25, 4.75, 3.25)  0.127
H (-4.87, 4.53, 3.93)  0.457
H (-4.12, 5.60, 1.20)  0.153
H (-4.57, 6.51, 2.56)  0.622
H (-6.52, 6.10, -0.16)  0.181
H (-6.22, 7.27, 1.01)  0.342
H (-7.79, 6.47, 1.10)  0.270
C (0.23, -11.04, -1.39)  -0.973
O (0.59, -10.01, -0.48)  -0.169
C (0.28, -10.44, 0.87)  -0.825
C (0.48, -9.19, 1.73)  -0.306
N (-0.64, -8.26, 1.61)  -0.428
C (-0.42, -7.14, 2.55)  -0.577
C (-1.33, -6.00, 2.15)  -0.334
O (-0.73, -5.55, 0.91)  0.338
C (-1.41, -4.39, 0.43)  0.166
H (0.50, -10.72, -2.40)  0.260
H (-0.83, -11.31, -1.46)  0.376
H (0.72, -12.01, -1.30)  0.370
H (1.02, -11.16, 1.22)  0.424
H (-0.74, -10.79, 0.96)  0.369
H (1.34, -8.62, 1.39)  0.178
H (0.53, -9.54, 2.77)  0.387
H (-0.76, -7.86, 0.69)  0.243
H (0.61, -6.81, 2.44)  0.248
H (-0.62, -7.41, 3.59)  0.456
H (-1.29, -5.18, 2.86)  0.207
H (-2.39, -6.24, 2.10)  0.161
H (-0.83, -4.01, -0.42)  -0.718
H (-1.52, -3.61, 1.18)  0.050
H (-2.40, -4.66, 0.08)  0.338
C (-5.55, -2.94, -2.01)  -0.293
O (-4.15, -2.98, -2.07)  -0.024
C (-3.61, -2.06, -3.02)  -0.893
C (-2.07, -2.11, -3.04)  0.812
N (-1.70, -3.46, -3.46)  -0.418
C (-0.23, -3.68, -3.31)  1.382
C (0.32, -5.11, -3.63)  -1.043
O (-0.11, -5.96, -2.54)  -0.116
C (0.51, -7.22, -2.40)  -0.528
H (-6.04, -3.53, -2.79)  0.166
H (-5.90, -1.91, -1.94)  0.272
H (-5.93, -3.38, -1.09)  -0.070
H (-3.82, -1.02, -2.80)  0.078
H (-3.96, -2.29, -4.03)  0.494
H (-1.64, -1.96, -2.05)  -0.261
H (-1.77, -1.32, -3.73)  -0.081
H (-2.14, -4.15, -2.87)  0.410
H (-0.02, -3.36, -2.29)  -0.724
H (0.30, -3.00, -3.97)  -0.547
H (1.41, -5.15, -3.71)  0.373
H (-0.14, -5.50, -4.54)  0.481
H (0.27, -7.63, -1.42)  -0.131
H (1.59, -7.06, -2.34)  0.393
H (0.28, -8.01, -3.11)  0.299
C (-8.19, -5.95, -3.75)  -0.840
O (-7.40, -5.97, -2.58)  -0.114
C (-7.71, -7.06, -1.71)  -0.922
C (-6.91, -6.88, -0.40)  -0.166
N (-7.67, -5.95, 0.43)  -0.432
C (-7.11, -5.63, 1.76)  -1.261
C (-5.87, -4.73, 1.70)  0.424
O (-6.24, -3.38, 1.75)  -0.509
C (-5.19, -2.47, 1.58)  -0.062
H (-9.20, -5.70, -3.44)  0.355
H (-8.18, -6.83, -4.39)  0.319
H (-7.76, -5.10, -4.28)  0.206
H (-7.32, -7.97, -2.16)  0.381
H (-8.80, -7.13, -1.61)  0.430
H (-5.95, -6.43, -0.68)  0.081
H (-6.75, -7.80, 0.15)  0.467
H (-7.78, -5.11, -0.12)  0.295
H (-6.89, -6.58, 2.24)  0.408
H (-7.92, -5.22, 2.37)  0.371
H (-5.40, -4.82, 0.72)  -0.090
H (-5.21, -5.10, 2.49)  0.264
H (-5.69, -1.50, 1.63)  0.119
H (-4.68, -2.57, 0.62)  -0.140
H (-4.52, -2.53, 2.44)  0.426
C (-2.86, 2.64, 5.44)  -0.130
O (-4.20, 2.23, 5.15)  -0.758
H (-2.72, 2.47, 6.51)  0.469
H (-2.11, 2.02, 4.94)  -0.249
H (-2.61, 3.65, 5.13)  0.228
H (-4.30, 2.37, 4.20)  0.663
C (-0.12, 4.80, -1.12)  1.559
O (0.77, 5.84, -0.85)  -0.631
H (0.41, 3.85, -1.17)  0.012
H (-0.94, 4.67, -0.41)  -1.355
H (-0.78, 4.95, -1.98)  -0.048
H (1.33, 6.10, -1.58)  0.381
C (5.31, 2.98, 4.45)  -0.484
O (5.64, 2.58, 3.18)  -0.445
H (6.08, 3.67, 4.80)  0.381
H (4.36, 3.52, 4.52)  0.093
H (5.22, 2.12, 5.12)  0.251
H (5.03, 2.96, 2.54)  0.622
C (4.40, -0.70, 3.42)  0.611
O (5.25, -1.82, 3.57)  -0.768
H (3.42, -1.17, 3.34)  -0.042
H (4.38, -0.09, 4.33)  0.149
H (4.56, -0.09, 2.53)  -0.453
H (5.18, -2.28, 2.73)  0.365
C (0.87, -4.03, 4.11)  -0.490
O (0.90, -2.70, 4.46)  -0.306
H (0.56, -4.13, 3.07)  -0.243
H (1.80, -4.58, 4.23)  0.298
H (0.15, -4.46, 4.80)  0.510
H (1.08, -2.20, 3.66)  -0.016
C (-2.58, -0.82, 4.38)  -0.343
O (-3.76, -0.42, 5.19)  -0.733
H (-2.55, -1.90, 4.23)  0.224
H (-2.45, -0.13, 3.55)  -0.192
H (-1.68, -0.60, 4.96)  0.542
H (-3.90, 0.53, 5.15)  0.379
C (2.15, -0.73, 6.79)  -0.250
O (0.76, -0.97, 6.66)  -0.571
H (2.61, -1.70, 6.57)  0.306
H (2.49, 0.02, 6.07)  -0.182
H (2.41, -0.29, 7.75)  0.289
H (0.64, -1.61, 5.96)  0.450
C (-0.40, 6.00, 2.39)  -0.493
O (-0.37, 5.34, 3.61)  -0.690
H (0.57, 6.27, 1.97)  0.312
H (-0.82, 5.37, 1.60)  -0.198
H (-1.01, 6.90, 2.36)  0.441
H (0.27, 4.63, 3.50)  0.410

Summary:
lowest unoccupied orbital energy = 1.8 eV
HOMO-LUMO gap = 8.62 eV
total charge = -1